No. 1
C14H16BrCl4NO4 | wB97M-V/def2-TZVPD

Structure (ORCA input):
```
! RIJCOSX wB97M-V def2-TZVPD def2/J DEFGRID3
* xyz 0 1
C 1.7673 1.9637 -1.6832
C 1.5088 1.2815 -3.0313
O 2.1645 1.6101 -3.9641
N 0.5073 0.2288 -3.2739
C -0.8357 0.5896 -2.8338
C -1.9896 0.2633 -3.8231
O -1.1150 1.0693 -1.7858
C 0.9080 -1.0761 -2.8350
C 0.3395 -2.1374 -3.4223
C 0.7340 -3.5345 -2.9119
O 0.8977 -4.4608 -3.6260
C 0.9453 -3.6035 -1.3770
Br 0.3691 -5.1571 -0.3924
C 1.5055 -2.5582 -0.7822
C 1.9035 -1.3859 -1.7113
O 2.9460 -0.8457 -1.5232
H 1.9845 1.2765 -0.8433
H 2.5749 2.7158 -1.7362
H 0.8390 2.5280 -1.3946
H -1.6247 0.2110 -4.8661
H -2.8265 0.9720 -3.6980
H -2.3310 -0.7600 -3.5492
H -0.4044 -2.0393 -4.2262
H 1.6981 -2.5328 0.2970
Cl 2.9478 1.4268 1.6866
C 1.7816 1.9967 2.9104
C 0.3587 1.6742 2.5322
Cl -0.1834 2.6100 1.1177
H 1.9309 3.0670 3.0412
H 2.0341 1.5000 3.8476
H -0.3093 1.9220 3.3603
H 0.2333 0.6176 2.3020
Cl -2.6696 -0.4802 2.7438
C -3.0139 -0.5445 4.4907
C -2.4978 0.6748 5.2155
Cl -0.7157 0.7270 5.2541
H -2.5777 -1.4596 4.8875
H -4.0964 -0.6066 4.5993
H -2.8366 0.6615 6.2511
H -2.8522 1.5948 4.7531
*
```

The energy is -5313.494095 hartree. The SMILES is CC(=O)N(C(C)=O)C1=CC(=O)C(Br)=CC1=O.ClCCCl.ClCCCl.

Charges per atom according to Mulliken partitioning, unit e: -0.509, 0.358, -0.531, 0.328, 0.589, -1.279, -0.405, -0.087, -0.246, 0.070, -0.472, 0.121, -0.137, -0.559, 0.574, -0.490, 0.059, 0.336, 0.166, 0.349, 0.386, 0.303, 0.551, 0.477, -0.173, -0.362, -0.347, -0.188, 0.368, 0.263, 0.109, 0.343, -0.147, -0.430, -0.498, -0.183, 0.306, 0.311, 0.350, 0.325


No. 2
C46H119N9O14 | wB97M-V/def2-TZVPD

Structure (ORCA input):
```
! RIJCOSX wB97M-V def2-TZVPD def2/J DEFGRID3
* xyz 0 1
C 1.7704 -6.4415 1.6002
O 1.1454 -7.2287 0.6016
C 0.9704 -6.5329 -0.5887
C -0.2702 -5.7183 -0.6824
N -1.4286 -6.6326 -0.4801
C -2.6873 -5.7794 -0.5068
C -3.8748 -6.6762 -0.5918
O -4.9367 -6.4294 0.3559
C -5.4572 -5.0884 0.3440
H 1.0895 -5.7682 2.1209
H 2.6363 -5.8942 1.2276
H 2.1178 -7.2403 2.2555
H 0.9507 -7.2551 -1.4049
H 1.7536 -5.8697 -0.9559
H -0.3187 -5.4247 -1.7310
H -0.0854 -4.8910 0.0028
H -1.2780 -6.9812 0.4558
H -2.6174 -4.9962 -1.2617
H -2.7201 -5.2422 0.4411
H -3.6948 -7.7486 -0.6669
H -4.4172 -6.5633 -1.5305
H -6.4759 -4.9440 0.7037
H -5.4689 -4.8012 -0.7074
H -4.7609 -4.4233 0.8549
C 7.7689 2.1365 2.1452
O 6.4373 1.4659 2.0603
C 6.5477 0.4129 1.1263
C 5.2459 -0.1599 0.6426
N 4.8896 -1.4779 1.1858
C 4.6426 -1.2995 2.6018
C 3.7716 -2.4814 3.1544
O 2.3723 -2.4593 2.8367
C 1.6681 -1.3822 3.3983
H 8.1672 2.4204 1.1711
H 8.5527 1.4872 2.5353
H 7.9188 3.0826 2.6653
H 7.2369 -0.4017 1.3491
H 6.9193 0.9767 0.2707
H 5.2339 -0.2944 -0.4390
H 4.4722 0.6056 0.7011
H 4.0494 -1.8742 0.7894
H 4.1214 -0.3838 2.8811
H 5.6034 -1.4032 3.1059
H 3.8643 -2.5859 4.2354
H 4.0641 -3.4507 2.7506
H 1.7285 -1.2076 4.4725
H 0.6373 -1.7200 3.2914
H 1.8760 -0.4259 2.9184
C -10.1014 -4.1312 3.5620
O -9.9132 -2.7597 3.7542
C -10.4532 -1.9637 2.6743
C -9.5536 -2.1182 1.3769
N -8.3981 -1.1952 1.3765
C -7.5229 -1.3200 2.5232
C -6.1098 -0.7531 2.1488
O -5.2752 -0.7671 3.2344
C -4.0389 -0.0550 3.0039
H -11.1005 -4.4076 3.8990
H -9.5678 -4.7907 4.2463
H -10.0138 -4.5189 2.5470
H -10.4953 -0.9373 3.0389
H -11.4232 -2.4099 2.4548
H -10.1153 -1.8777 0.4743
H -9.3377 -3.1689 1.1833
H -7.8719 -1.4601 0.5561
H -7.3438 -2.3536 2.8191
H -7.9647 -0.7898 3.3669
H -6.4053 0.2742 1.9354
H -5.6469 -1.1315 1.2375
H -3.2720 -0.0439 3.7784
H -4.2580 1.0116 2.9537
H -3.5451 -0.2774 2.0579
C -7.7934 2.0382 6.0166
O -6.5236 2.5857 5.7729
C -5.9962 3.2181 6.9546
C -4.8941 4.2121 6.6033
N -3.5708 3.6770 6.2865
C -3.6239 2.8226 5.0234
C -2.3583 2.8691 4.1539
O -1.4518 1.9605 4.7524
C -0.1636 1.8566 4.1597
H -7.9036 1.2452 5.2769
H -8.6427 2.7198 5.9697
H -7.9312 1.4890 6.9480
H -5.4733 2.5271 7.6158
H -6.8146 3.6294 7.5455
H -4.8964 4.9353 7.4188
H -5.3550 4.7567 5.7792
H -3.2798 3.0246 7.0004
H -4.4555 3.1283 4.3884
H -3.8359 1.7805 5.2625
H -1.8908 3.8503 4.2369
H -2.6105 2.6610 3.1141
H 0.4677 2.7436 4.2144
H -0.1369 1.5678 3.1090
H 0.3515 1.1488 4.8092
C 3.6104 -0.6981 -3.5569
O 3.8974 -0.0647 -4.8468
C 4.9301 0.9481 -4.6240
C 5.7736 1.5230 -5.8391
N 6.8274 0.4775 -6.1192
C 7.7056 0.8571 -7.2583
C 9.1782 0.5053 -7.0210
O 10.0587 1.2411 -7.9985
C 11.3314 0.7723 -8.1457
H 3.4481 0.0423 -2.7736
H 4.3590 -1.4330 -3.2607
H 2.6877 -1.2668 -3.6715
H 5.4406 0.6387 -3.7120
H 4.3669 1.8270 -4.3102
H 6.2130 2.4835 -5.5700
H 5.0497 1.7852 -6.6107
H 6.2661 -0.3601 -6.1783
H 7.6169 1.9322 -7.4141
H 7.2121 0.3943 -8.1129
H 9.2530 -0.5675 -6.8432
H 9.4849 0.9740 -6.0859
H 11.8616 1.4599 -8.8045
H 11.3344 -0.2596 -8.4967
H 11.9145 0.7575 -7.2249
C 1.9920 4.1839 1.4017
C 3.2709 5.0057 1.9255
C 3.0637 5.5604 3.3612
O 4.3376 6.0403 3.9810
C 4.1461 7.1460 4.8695
N 4.3106 4.0574 1.9089
H 1.0408 4.7117 1.4701
H 1.8723 3.2941 2.0198
H 2.1152 3.8018 0.3884
H 3.3538 5.8343 1.2223
H 2.7073 4.7388 3.9825
H 2.2139 6.2387 3.4375
H 5.0831 7.6974 4.7913
H 4.0578 6.7632 5.8862
H 3.4027 7.8770 4.5517
H 5.1803 4.4399 2.2515
H 4.1230 3.3753 2.6299
C -0.5457 3.3301 -3.4554
C 0.8359 3.8563 -3.0133
C 0.8346 5.3416 -2.5805
O 0.1543 5.3030 -1.3313
C -0.0884 6.6494 -0.7954
N 1.5296 3.0045 -2.0346
H -1.0886 3.5922 -2.5473
H -0.5725 2.2423 -3.5201
H -0.9051 3.8141 -4.3636
H 1.4735 3.9508 -3.8923
H 0.2052 5.9645 -3.2161
H 1.8425 5.7085 -2.3863
H -0.5700 6.6059 0.1815
H -0.6655 7.3374 -1.4133
H 0.8715 7.1391 -0.6316
H 2.5039 3.2521 -1.9369
H 1.0718 3.2603 -1.1714
C -2.0538 -2.7661 -5.2223
C -0.5390 -2.8543 -4.9908
C 0.1085 -3.6752 -6.1242
O -0.5245 -4.9385 -6.3237
C 0.2610 -5.8672 -7.1973
N -0.0292 -1.5041 -5.0314
H -2.5392 -3.7378 -5.3124
H -2.2422 -2.1421 -6.0960
H -2.5813 -2.2252 -4.4366
H -0.4732 -3.4063 -4.0532
H 1.1046 -3.9586 -5.7842
H 0.4144 -3.1514 -7.0298
H 1.1662 -6.2182 -6.7019
H 0.5675 -5.3584 -8.1112
H -0.4077 -6.6835 -7.4704
H 0.9716 -1.4418 -5.1524
H -0.3939 -0.9470 -5.7908
C -1.2150 -1.4420 -0.8444
C -0.7196 -0.1045 -1.2067
C -0.3423 0.6641 0.0868
O -1.5372 1.1119 0.8857
C -2.1884 2.1867 0.2666
N 0.4324 -0.2453 -2.0970
H -1.8600 -1.4994 0.0323
H -0.3405 -2.0803 -0.7180
H -1.7311 -1.9517 -1.6580
H -1.4389 0.5238 -1.7320
H 0.1998 1.6090 0.0502
H 0.2766 0.0018 0.6922
H -1.5958 3.1014 0.2793
H -3.1258 2.2770 0.8156
H -2.5362 1.9758 -0.7446
H 0.0082 -0.5787 -2.9509
H 0.7032 0.7266 -2.1423
*
```

The energy is -3369.626346 hartree. The SMILES is COC[C@H](C)N.COC[C@H](C)N.COC[C@H](C)N.COC[C@H](C)N.COCCNCCOC.COCCNCCOC.COCCNCCOC.COCCNCCOC.COCCNCCOC. The calculation puts the energy above the lowest of the compared OMol25 structures with the same formula, charge and spin at 7.451 eV.

Atom charges from the Mulliken analysis, given in e for atoms 1 to 99: -0.771, -0.388, -0.978, 0.018, -0.439, -0.204, -0.860, -0.443, -0.544, 0.280, 0.340, 0.313, 0.431, 0.461, 0.161, 0.177, 0.286, 0.315, 0.331, 0.418, 0.393, 0.193, 0.335, 0.184, -0.997, -0.204, -0.699, -0.453, -0.487, 0.034, -1.158, -0.212, -0.698, 0.390, 0.374, 0.312, 0.360, 0.431, 0.280, 0.331, 0.298, 0.141, 0.292, 0.465, 0.369, 0.449, 0.337, 0.065, -0.810, -0.314, -0.598, -0.548, -0.372, -0.150, -0.627, -0.404, -0.336, 0.321, 0.294, 0.308, 0.332, 0.400, 0.443, 0.293, 0.248, 0.258, 0.059, 0.308, 0.249, 0.462, 0.110, 0.031, -0.547, -0.221, -0.382, -1.000, -0.329, -0.828, -0.009, -0.370, -0.349, -0.076, 0.309, 0.389, 0.253, 0.552, 0.428, 0.311, 0.303, 0.441, 0.445, 0.536, -0.313, 0.319, -0.136, 0.364, -0.403, -0.388, -0.454


No. 3
C5H13N2O | wB97M-V/def2-TZVPD

Structure (ORCA input):
```
! RIJCOSX wB97M-V def2-TZVPD def2/J DEFGRID3
* xyz 1 1
C -1.2555 -0.8390 -0.6670
C -0.0270 0.0720 -0.4931
C 1.0899 -0.1649 0.3740
C 2.3472 -0.2696 0.0199
C 1.1441 0.0688 2.7579
N 0.4982 -0.1269 1.6565
N -2.0400 -1.2752 0.4830
H -1.9774 -0.0950 -1.2417
H -1.0753 -1.7080 -1.2665
H -0.4356 1.1397 -0.3017
H 0.4937 -0.0060 -1.6220
H 2.7091 -0.1421 -1.0387
H 3.0863 -0.8316 0.6382
H 2.1707 0.3365 2.9292
H 0.5795 0.2977 3.6465
H -2.8242 -1.7602 0.0782
H -1.4435 -1.9195 1.1664
H -2.3001 -0.4805 1.2385
H -1.2870 2.0795 -3.8888
H -0.1349 2.6065 -2.6695
O -0.8201 2.1366 -3.0743
*
```

The energy is -382.685964 hartree. The calculation puts the energy above the lowest of the compared OMol25 structures with the same formula, charge and spin at 4.780 eV.

Charges per atom according to Mulliken partitioning, unit e: -0.790, -0.089, 0.428, -0.882, -0.358, -0.323, -0.312, 0.298, 0.382, 0.215, 0.177, 0.265, 0.286, 0.275, 0.252, 0.358, 0.401, 0.410, 0.318, 0.318, -0.627


No. 4
C3H7EuMgO3 | wB97M-V/def2-TZVPD

Structure (ORCA input):
```
! RIJCOSX wB97M-V def2-TZVPD def2/J DEFGRID3
* xyz 0 9
O 1.2766 -1.8461 0.9876
C 0.5415 -2.2888 -0.1066
C 0.1865 -1.1400 -1.0456
O -0.3168 -0.0683 -0.2334
C -0.8040 1.0496 -0.9591
Eu 0.8498 -0.0327 1.8543
H -0.4030 -2.7767 0.2104
H 1.0956 -3.0358 -0.7060
H -0.5837 -1.4324 -1.7750
H 1.0764 -0.7721 -1.5830
H -0.9891 1.8786 -0.2388
H -1.7421 0.7853 -1.4659
Mg 0.2601 3.3054 3.4171
O -0.3892 4.9976 3.3426
H -0.0584 1.3766 -1.6986
*
```

The expectation value of S² is 20.017. The energy is -1254.489006 hartree.

Charges per atom according to Mulliken partitioning, unit e: -0.727, -0.441, -0.395, -0.303, -0.674, 0.854, 0.240, 0.305, 0.357, 0.316, 0.226, 0.258, 0.296, -0.630, 0.318